1.
This record from OMol25 describes 2 unconnected molecules or ions with the total composition C9H16ClI. The level of theory is ωB97M-V/def2-TZVPD.

Computed properties:
HOMO-LUMO gap (spin up / spin down)	4.60 / 3.57	eV
calculated total energy	-1110.13381	Eh

CARTESIAN COORDINATES (ANGSTROEM)
C  1.1893  2.1079  0.6107
C  1.0751  1.6209  -0.6276
C  0.6522  3.3712  1.1569
C  1.9255  1.1676  1.5924
C  0.6953  -1.7702  -0.1401
C  -1.6292  -2.8435  0.3146
C  -1.2300  -0.7711  -2.3058
C  -0.8233  -1.4862  0.1365
C  -1.3987  -0.5007  -0.8376
Cl  0.5417  2.2899  -2.1240
I  -2.3914  1.2052  -0.3406
H  -0.3336  3.2270  1.6364
H  0.6546  4.1305  0.4576
H  1.4835  3.5603  1.9041
H  2.9915  1.3473  1.3938
H  1.7867  1.4260  2.6855
H  1.6394  0.2618  1.3439
H  1.0932  -2.3176  0.6906
H  0.7960  -2.3424  -1.0415
H  1.1795  -0.8797  -0.4623
H  -1.5310  -3.2868  1.2555
H  -2.6821  -2.3950  0.1201
H  -1.4185  -3.5143  -0.4672
H  -0.1160  -1.1030  -2.4540
H  -1.9087  -1.5677  -2.6713
H  -1.3528  0.1874  -2.9217
H  -0.8882  -1.1246  1.0951

Atomic partial charges in e from the Löwdin method, atoms 1 to 8: number 1, C, carries -0.501; number 2, C, carries -0.574; number 3, C, carries -0.088; number 4, C, carries -0.064; number 5, C, carries -0.064; number 6, C, carries -0.028; number 7, C, carries -0.172; number 8, C, carries -0.445

=====

2.
This record from OMol25 describes a molecular structure, C9H16ClI2N3O2PTb. The level of theory is ωB97M-V/def2-TZVPD.

Computed properties:
HOMO-LUMO gap (spin up / spin down)	5.41 / 6.12	eV
spin multiplicity	7
energy above the lowest of the compared OMol25 structures with the same formula, charge and spin	28.2	kcal/mol
net charge	+2
calculated total energy	-2888.17906	Eh

CARTESIAN COORDINATES (ANGSTROEM)
I  0.4106  2.6504  -0.0930
I  0.8552  -1.2926  -2.3376
Tb  -0.8691  -0.2248  -0.0041
P  -0.8036  1.5219  -2.7239
C  0.6941  2.1301  -3.5880
C  -1.6078  0.5895  -4.0872
H  -2.7565  2.8165  -2.1617
H  -2.0965  3.2800  -3.7674
H  -1.3229  3.8652  -2.2457
C  -1.8441  3.0333  -2.7289
H  -2.5075  0.1090  -3.6857
H  -1.8773  1.3019  -4.8772
H  0.3646  2.6168  -4.5166
H  1.3629  1.2932  -3.8183
H  -0.9376  -0.1870  -4.4697
H  1.2345  2.8450  -2.9577
C  2.1418  0.4514  -0.7229
O  3.2404  0.7317  -0.9113
Cl  -3.2855  0.0698  -0.5283
C  -0.9278  -3.7336  3.3749
N  -0.0444  -2.5775  3.2143
C  0.9451  -2.2935  4.1123
C  1.7406  -1.2013  3.9328
C  1.5053  -0.3667  2.8174
N  0.5034  -0.6575  1.9525
C  -0.2401  -1.7879  2.1478
O  -1.1458  -2.0615  1.2734
N  2.2365  0.7228  2.5494
H  -1.9726  -3.4152  3.3957
H  -0.6558  -4.1993  4.3197
H  -0.7849  -4.4410  2.5551
H  0.9963  -3.0044  4.9345
H  2.5474  -0.9604  4.6167
H  2.9338  1.0069  3.2243
H  1.9674  1.3689  1.8044

Atomic partial charges in e from the Löwdin method, atoms 1 to 8: number 1, I, carries 0.609; number 2, I, carries 0.750; number 3, Tb, carries 0.820; number 4, P, carries 0.570; number 5, C, carries -0.294; number 6, C, carries -0.260; number 7, H, carries 0.049; number 8, H, carries 0.071

=====

3.
This record from OMol25 describes a molecular structure, C9H16ClIN2O2PRu. The level of theory is ωB97M-V/def2-TZVPD.

Computed properties:
HOMO-LUMO gap (spin up / spin down)	9.11 / 4.57	eV
spin multiplicity	5
energy above the lowest of the compared OMol25 structures with the same formula, charge and spin	21.2	kcal/mol
net charge	+3
calculated total energy	-1805.41909	Eh

CARTESIAN COORDINATES (ANGSTROEM)
C  -0.8452  -2.3941  -0.4559
C  0.3470  -1.5726  -0.0936
H  -0.5152  -3.4244  -0.6517
H  -1.3893  -2.0140  -1.3359
H  -1.5926  -2.4040  0.3582
O  1.4849  -2.0075  -0.0160
I  0.7089  3.0506  0.8873
Ru  -0.1815  0.3603  0.3196
P  -0.0259  1.0333  -1.8256
C  1.6667  1.4806  -2.3853
C  -0.5440  -0.2061  -3.0752
H  -2.0153  2.3795  -1.7698
H  -1.1494  2.6176  -3.3234
H  -0.5650  3.4139  -1.8258
C  -1.0317  2.5105  -2.2345
H  -1.5751  -0.5085  -2.8699
H  -0.4878  0.2006  -4.0922
H  1.6688  1.7908  -3.4391
H  2.3271  0.6128  -2.2750
H  0.1033  -1.0877  -3.0152
H  2.0594  2.2987  -1.7702
C  1.6853  0.4158  0.5525
O  2.8481  0.3733  0.6672
Cl  -2.5256  0.3349  0.2150
N  -0.4706  -1.5381  2.8396
C  -0.3383  -1.6468  4.1695
C  0.2086  -0.4519  4.6047
C  0.3799  0.3500  3.4696
N  -0.0625  -0.3284  2.3967
H  -0.8192  -2.2698  2.2263
H  -0.6153  -2.5324  4.7309
H  0.4665  -0.1828  5.6055
H  0.7950  1.3457  3.4116

Atomic partial charges in e from the Löwdin method, atoms 1 to 8: number 1, C, carries -0.047; number 2, C, carries -0.434; number 3, H, carries 0.134; number 4, H, carries 0.076; number 5, H, carries 0.071; number 6, O, carries 0.137; number 7, I, carries 0.978; number 8, Ru, carries 0.556

=====

4.
This record from OMol25 describes a gas-phase ion, C9H16ClN4O4 (charge +1). The level of theory is ωB97M-V/def2-TZVPD.

Computed properties:
HOMO-LUMO gap	10.70	eV
net charge	+1
SMILES	CC[C@H](Cl)c1nc(N)n(CCC(=O)O)[n+]1COO
calculated total energy	-1332.40827	Eh

CARTESIAN COORDINATES (ANGSTROEM)
C  4.0526  1.8008  1.2347
C  3.1049  1.1146  0.2437
C  2.6658  -0.2717  0.7402
Cl  3.5250  -1.5873  -0.1019
C  1.2139  -0.6011  0.6978
N  0.6183  -1.3044  1.6512
C  -0.6552  -1.4217  1.2834
N  -1.6190  -2.0947  1.9625
N  -0.8742  -0.7764  0.1250
C  -2.1034  -0.5834  -0.6505
C  -3.3092  -0.1817  0.2071
C  -3.8396  1.1389  -0.3017
O  -3.1386  2.1071  -0.4402
O  -5.1414  1.1090  -0.5763
N  0.3403  -0.2997  -0.2717
C  0.5558  0.3657  -1.5640
O  0.0501  -0.3956  -2.6040
O  1.0030  -1.4673  -2.7778
H  4.6681  1.0751  1.7635
H  3.4996  2.3798  1.9744
H  4.7015  2.4972  0.7081
H  2.2473  1.7642  0.0606
H  3.6321  0.9873  -0.7015
H  2.9349  -0.3721  1.7902
H  -1.7705  -1.8957  2.9360
H  -2.0812  -2.9014  1.5824
H  -1.9026  0.2226  -1.3461
H  -2.2918  -1.4733  -1.2483
H  -3.0197  -0.0028  1.2422
H  -4.0801  -0.9467  0.1976
H  -5.4033  1.9905  -0.8906
H  1.6309  0.4882  -1.6773
H  0.0353  1.3222  -1.5915
H  0.7505  -1.7865  -3.6572

Atomic partial charges in e from the Löwdin method, atoms 1 to 8: number 1, C, carries -0.080; number 2, C, carries -0.270; number 3, C, carries -0.605; number 4, Cl, carries 0.703; number 5, C, carries -0.280; number 6, N, carries 0.237; number 7, C, carries -0.334; number 8, N, carries 0.181

=====

5.
This record from OMol25 describes 2 unconnected molecules or ions with the total composition C9H16N2O2. The level of theory is ωB97M-V/def2-TZVPD.

Computed properties:
HOMO-LUMO gap	9.54	eV
energy above the lowest of the compared OMol25 structures with the same formula, charge and spin	115.2	kcal/mol
SMILES	O=c1cc[nH]c(=O)[nH]1.CC(C)(C)C
calculated total energy	-612.40224	Eh

CARTESIAN COORDINATES (ANGSTROEM)
O  -1.7924  -3.6651  -4.7923
C  -1.7517  -2.6025  -4.2387
C  -2.7809  -2.0594  -3.4865
C  -2.4843  -0.8804  -2.9100
N  -1.1892  -0.4599  -2.7037
C  -0.0801  -0.8067  -3.5386
O  0.9795  -0.1928  -3.3690
N  -0.5734  -1.7803  -4.4318
H  -3.6193  -2.7638  -3.3249
H  -3.1761  -0.2146  -2.3373
H  -0.8264  0.1275  -1.9260
H  0.0280  -2.1476  -5.2445
C  2.3158  0.2328  2.2803
C  0.9889  0.9616  2.3595
C  0.6922  1.7613  1.1529
C  1.1921  1.9683  3.5541
C  -0.0509  0.1413  2.8966
H  2.3942  -0.5774  1.4505
H  3.1268  1.0351  2.4920
H  2.2322  -0.3712  3.2967
H  0.1850  2.8976  1.2922
H  1.7478  2.0379  0.5434
H  0.1501  1.0372  0.4062
H  0.3713  2.7087  3.4444
H  2.1853  2.4891  3.6879
H  0.7451  1.1798  4.4711
H  0.2375  -0.0026  3.8535
H  -0.9528  0.6986  3.0019
H  -0.2942  -0.7528  2.1202

Atomic partial charges in e from the Löwdin method, atoms 1 to 8: number 1, O, carries 0.088; number 2, C, carries -0.509; number 3, C, carries -0.021; number 4, C, carries -0.065; number 5, N, carries 0.085; number 6, C, carries -0.453; number 7, O, carries 0.053; number 8, N, carries 0.176

=====

6.
This record from OMol25 describes 2 unconnected molecules or ions with the total composition C9H16N2O2. The level of theory is ωB97M-V/def2-TZVPD.

Computed properties:
HOMO-LUMO gap	10.05	eV
energy above the lowest of the compared OMol25 structures with the same formula, charge and spin	63.2	kcal/mol
SMILES	O=c1cc[nH]c(=O)[nH]1.CC(C)(C)C
calculated total energy	-612.48510	Eh

CARTESIAN COORDINATES (ANGSTROEM)
O  -1.3378  -1.4702  -1.8361
C  -2.0155  -0.9666  -0.9517
C  -2.1687  -1.5832  0.3699
C  -3.0327  -0.9750  1.2273
N  -3.7896  0.1885  0.8759
C  -3.5128  0.9574  -0.2678
O  -3.9733  2.0490  -0.5028
N  -2.7133  0.2559  -1.1278
H  -1.7858  -2.5542  0.6310
H  -3.2831  -1.3330  2.1961
H  -4.3983  0.6262  1.5938
H  -2.4226  0.8163  -1.9599
C  1.4293  0.4923  1.4147
C  1.9997  0.3162  -0.0146
C  2.3764  -1.1086  -0.0733
C  3.2194  1.1980  -0.2544
C  1.0045  0.4275  -1.0989
H  0.6015  -0.1804  1.6684
H  2.2458  0.1971  2.1755
H  1.1729  1.5397  1.5199
H  2.9017  -1.1698  -0.9725
H  3.1676  -1.0777  0.7810
H  1.7121  -2.0815  0.1735
H  3.4987  1.0866  -1.4165
H  4.1078  0.8882  0.3330
H  2.9916  2.2914  -0.0350
H  0.2626  1.3544  -1.0956
H  1.3497  0.5319  -2.1675
H  0.3920  -0.7163  -1.1855

Atomic partial charges in e from the Löwdin method, atoms 1 to 8: number 1, O, carries 0.031; number 2, C, carries -0.457; number 3, C, carries 0.009; number 4, C, carries -0.042; number 5, N, carries 0.113; number 6, C, carries -0.534; number 7, O, carries 0.086; number 8, N, carries 0.197

=====

7.
This record from OMol25 describes a single C9H16N2O5 molecule. The level of theory is ωB97M-V/def2-TZVPD.

Computed properties:
HOMO-LUMO gap	9.80	eV
energy above the lowest of the compared OMol25 structures with the same formula, charge and spin	65.2	kcal/mol
SMILES	CC(C)[C@H](N)C(=O)N[C@@H](CC(=O)O)C(=O)O
calculated total energy	-838.21448	Eh

CARTESIAN COORDINATES (ANGSTROEM)
C  -3.4043  0.9331  2.6355
C  -2.1319  0.7853  1.7847
C  -1.1329  1.9365  2.1460
C  -2.1312  0.7138  0.1747
N  -2.7755  -0.4468  -0.4740
C  -0.8411  1.2848  -0.4308
O  -0.7566  2.5030  -0.4754
N  0.2414  0.4361  -0.7972
C  0.5582  -0.9506  -0.2003
C  1.2001  -1.7400  -1.3169
C  2.2016  -1.1517  -2.3351
O  2.4568  0.0358  -2.4296
O  2.5757  -2.1939  -3.2335
C  1.3676  -0.8461  1.0860
O  1.4611  -1.6989  1.8361
O  1.8840  0.4076  1.3369
H  -3.0430  0.5590  3.5785
H  -4.4176  0.3474  2.3678
H  -3.7585  1.9726  2.6638
H  -1.6717  -0.1317  2.1156
H  -1.0439  1.8697  3.3104
H  -1.4457  2.8574  1.8323
H  -0.0657  1.6899  1.9201
H  -2.6517  1.6722  -0.0580
H  -3.2907  -0.1788  -1.3529
H  -3.3893  -0.9456  0.0869
H  0.9305  0.8695  -1.4318
H  -0.3205  -1.4300  0.0918
H  0.3239  -1.8654  -1.9663
H  1.6410  -2.6564  -0.9486
H  2.3417  -3.0408  -2.9082
H  2.5153  0.2664  2.0585

Atomic partial charges in e from the Löwdin method, atoms 1 to 8: number 1, C, carries -0.084; number 2, C, carries -0.345; number 3, C, carries -0.069; number 4, C, carries -0.264; number 5, N, carries 0.057; number 6, C, carries -0.433; number 7, O, carries 0.050; number 8, N, carries 0.137

=====

8.
This record from OMol25 describes a single C9H16N2O5S molecule. The level of theory is ωB97M-V/def2-TZVPD.

Computed properties:
HOMO-LUMO gap	8.82	eV
energy above the lowest of the compared OMol25 structures with the same formula, charge and spin	64.9	kcal/mol
SMILES	CSCC[C@H](N)C(=O)N[C@@H](CC(=O)O)C(=O)O
calculated total energy	-1236.39724	Eh

CARTESIAN COORDINATES (ANGSTROEM)
C  1.4408  -3.9191  -2.4722
S  2.8395  -2.9586  -2.8918
C  2.0242  -1.3417  -2.8201
C  1.4954  -0.9213  -1.4003
C  1.2123  0.5873  -1.3544
N  2.3056  1.4762  -1.6021
C  0.6325  0.9614  0.0137
O  1.2604  1.7266  0.7847
N  -0.5803  0.4057  0.4342
C  -1.1741  0.5669  1.7510
C  -1.4743  2.1192  1.8071
C  -2.0120  2.6684  3.0816
O  -3.1549  3.0967  3.3003
O  -1.1060  2.3927  4.0737
C  -2.4433  -0.3434  1.7243
O  -2.7704  -0.9214  0.7451
O  -3.0815  -0.2554  2.9178
H  0.9903  -3.6516  -1.5480
H  1.7607  -5.0080  -2.2575
H  0.6074  -4.0217  -3.2204
H  1.1583  -1.4668  -3.6149
H  2.8000  -0.5857  -3.0549
H  0.4045  -1.4824  -1.3752
H  2.2317  -1.2827  -0.5746
H  0.4054  0.6331  -2.1349
H  2.4615  2.0350  -0.5489
H  1.7458  2.2019  -2.3667
H  -0.9974  -0.1998  -0.2864
H  -0.5806  0.2936  2.5889
H  -2.1991  2.3239  0.9576
H  -0.6730  2.8086  1.5675
H  -1.4457  2.6369  4.8978
H  -4.0835  -0.5747  2.8783

Atomic partial charges in e from the Löwdin method, atoms 1 to 8: number 1, C, carries -0.503; number 2, S, carries 0.781; number 3, C, carries -0.530; number 4, C, carries -0.227; number 5, C, carries -0.447; number 6, N, carries -0.012; number 7, C, carries -0.372; number 8, O, carries 0.009